(1)
{
  "formula": "CH3IOP2",
  "method": "ωB97M-V/def2-TZVPD",
  "e_tot_ha": -1095.48414,
  "max_force_ev_per_a": 3.3,
  "lumo_energy_ev": [-1.37, -1.38],
  "gap_ev": [7.5, 7.5],
  "species": ["P", "C", "I", "H", "P", "H", "H", "O"],
  "coordinates": [[2.182, -1.304, 0.239], [-0.294, -0.459, -0.397], [3.974, 0.363, 0.060], [0.638, 1.326, 0.352], [0.848, 0.763, -0.816], [-0.988, -0.599, 0.423], [-0.331, -1.467, -0.901], [2.412, -2.363, -0.727]],
  "lowdin_charge": [0.250, -0.451, 0.260, -0.160, 0.642, 0.012, 0.019, -0.572]
}

(2)
{
  "formula": "C7H4O5Pt",
  "method": "ωB97M-V/def2-TZVPD",
  "e_tot_ha": -763.82394,
  "max_force_ev_per_a": 6.8,
  "multiplicity": 3,
  "lumo_energy_ev": [-8.59, -13.01],
  "gap_ev": [5.7, 3.9],
  "charge": 2,
  "s2": 2.01,
  "species": ["O", "C", "C", "C", "H", "C", "O", "H", "O", "C", "H", "C", "O", "Pt", "C", "H", "O"],
  "coordinates": [[-1.103, 2.421, 4.009], [1.619, 1.073, 1.473], [-0.839, 1.824, 3.048], [-0.130, -1.011, 2.267], [1.604, -0.461, -3.505], [0.752, -1.140, -3.335], [-3.365, -0.047, 0.665], [-0.218, -0.844, -3.765], [-0.022, -1.963, 2.915], [-2.276, 0.253, 0.919], [1.847, -2.530, -2.129], [0.882, -2.252, -2.595], [-0.633, 3.272, -0.545], [-0.375, 0.769, 1.357], [-0.518, 2.310, 0.076], [0.019, -2.916, -2.389], [2.756, 1.242, 1.535]],
  "lowdin_spin": [-0.004, 0.099, 0.003, 0.101, 0.015, 0.461, 0.006, 0.015, 0.015, 0.100, 0.015, 0.462, 0.014, 0.579, 0.098, 0.015, 0.006]
}

(3)
{
  "formula": "C4H6N2O",
  "method": "ωB97M-V/def2-TZVPD",
  "e_tot_ha": -340.69733,
  "max_force_ev_per_a": 2.8,
  "smiles": "CC1=NN=CCO1",
  "lumo_energy_ev": 0.79,
  "gap_ev": 10.3,
  "species": ["C", "O", "H", "H", "N", "H", "C", "C", "H", "H", "C", "N", "H"],
  "coordinates": [[0.714, -0.311, -0.090], [0.088, 0.894, -0.207], [-2.952, -0.539, 0.033], [2.739, -1.082, 0.177], [-1.193, -1.518, -0.119], [2.335, 0.639, 0.750], [2.195, -0.138, 0.041], [-1.900, -0.481, -0.025], [2.516, 0.228, -0.981], [-1.866, 1.513, -0.729], [-1.370, 0.921, 0.047], [0.223, -1.473, 0.016], [-1.530, 1.347, 1.089]],
  "lowdin_charge": [-0.447, -0.024, 0.095, 0.090, 0.030, 0.068, -0.004, -0.159, 0.107, 0.120, -0.098, 0.082, 0.141]
}

(4)
{
  "formula": "C50H44BrIN4O4PSTa",
  "method": "ωB97M-V/def2-TZVPD",
  "e_tot_ha": -6119.47568,
  "max_force_ev_per_a": 2.4,
  "lumo_energy_ev": -6.61,
  "gap_ev": 6.5,
  "charge": 2,
  "species": ["C", "C", "C", "C", "Ta", "H", "H", "C", "H", "C", "H", "H", "P", "H", "H", "C", "C", "H", "C", "H", "O", "H", "C", "C", "C", "C", "H", "H", "H", "C", "H", "H", "I", "H", "N", "C", "C", "C", "H", "C", "N", "H", "C", "C", "H", "H", "C", "H", "H", "O", "C", "C", "C", "O", "C", "H", "C", "H", "H", "H", "C", "H", "H", "H", "H", "C", "N", "C", "C", "H", "C", "Br", "H", "C", "C", "H", "H", "C", "C", "H", "N", "H", "C", "H", "H", "H", "C", "C", "C", "C", "C", "H", "C", "C", "H", "C", "C", "H", "O", "C", "C", "S", "H", "C", "H", "C", "C"],
  "coordinates": [[2.414, -0.128, -4.598], [4.808, -1.079, 0.457], [3.513, 1.543, -1.000], [2.757, 1.542, 0.171], [-0.204, -0.370, 0.235], [-1.242, 2.619, -4.098], [-5.364, 0.478, 1.581], [-1.659, -0.152, 7.453], [0.121, -2.105, 6.984], [1.766, -0.825, -2.342], [4.355, 2.122, 5.016], [-0.727, -1.795, 5.469], [2.338, 0.011, 1.014], [3.137, 0.429, -6.534], [-2.255, 0.140, 3.275], [-1.979, -2.235, -3.688], [2.967, -2.600, 0.161], [3.489, -4.618, -0.341], [3.318, -0.161, -5.645], [-1.676, 4.651, -0.361], [-0.260, -1.203, 2.219], [-1.943, 0.778, 7.950], [-0.506, 0.996, 5.554], [4.035, 0.015, 5.267], [0.763, 0.467, 7.644], [3.804, -1.691, -3.359], [-1.619, 4.199, 5.169], [5.189, -0.099, 0.724], [1.707, 0.612, 7.112], [-1.316, -3.114, -6.212], [-1.064, -3.469, -7.203], [5.161, -0.977, -6.374], [-2.521, -1.488, -1.844], [-1.831, 4.664, -2.819], [-0.500, 1.444, 1.785], [-1.461, -1.754, -5.976], [-1.522, 3.765, -2.301], [-1.065, 2.847, 3.576], [-0.518, 0.601, -2.932], [2.927, -1.108, 3.453], [-3.155, 0.349, 2.866], [-1.938, -0.254, -4.515], [-1.190, 2.616, -3.014], [3.951, 1.216, 4.580], [-3.924, 0.535, 3.488], [0.146, -0.283, 3.987], [4.700, -1.716, -4.414], [6.764, -1.895, 0.149], [5.924, -4.164, -0.383], [-1.817, -2.743, 2.414], [-3.339, 0.106, 1.559], [3.376, 1.260, 3.315], [2.464, 3.930, -0.020], [-0.737, -2.416, 0.510], [0.037, -1.405, 6.151], [-1.388, -5.092, -5.371], [-0.332, -0.022, 6.685], [-1.569, -0.922, 8.222], [4.330, 2.729, -2.585], [3.409, 4.853, -1.712], [3.741, 2.734, -1.675], [3.366, 2.194, 2.772], [-2.474, -0.442, 6.782], [0.995, -1.392, 5.630], [1.906, -2.821, 0.163], [5.227, -3.368, -0.148], [-1.011, -2.196, 1.792], [-1.497, -4.031, -5.186], [4.457, -0.953, -5.551], [1.637, 2.755, 1.560], [-1.445, 3.751, -0.922], [-2.023, -4.897, -2.562], [3.978, -2.280, -2.466], [-0.568, 1.600, 3.209], [5.699, -2.095, 0.145], [2.551, -2.026, 3.014], [4.508, -0.020, 6.240], [-0.791, 1.469, -2.350], [-0.723, 1.419, -0.949], [5.589, -2.331, -4.351], [-4.555, 0.261, 1.026], [-1.139, 2.551, 6.915], [-1.825, -3.597, -3.909], [3.597, -2.090, 5.232], [1.525, 0.488, -4.655], [0.495, 1.411, 8.124], [-0.258, 0.677, 4.228], [2.869, 0.096, 2.745], [-0.962, 2.514, 1.181], [-1.797, -1.311, -4.707], [-1.058, 2.584, -0.269], [0.925, -0.272, 8.433], [3.523, -1.149, 4.702], [1.025, -0.731, -1.374], [3.914, 0.620, -1.398], [2.226, 2.742, 0.653], [-0.971, 2.286, 5.877], [-1.327, -1.039, -6.779], [-2.373, -0.231, 0.827], [-1.244, 3.216, 4.908], [3.861, -3.623, -0.129], [-1.449, 3.791, 2.191], [-4.683, 0.065, 0.047], [3.434, -1.321, 0.444], [2.063, 4.860, 0.367], [2.655, -0.895, -3.453], [3.221, 3.925, -1.186]],
  "lowdin_charge": [-0.019, -0.077, -0.076, -0.348, 1.678, 0.116, 0.132, -0.037, 0.099, -0.040, 0.117, 0.089, 1.059, 0.114, 0.085, -0.697, -0.112, 0.118, -0.056, 0.103, -0.193, 0.082, -0.138, -0.061, -0.025, -0.010, 0.123, 0.122, 0.078, -0.053, 0.119, 0.116, 1.273, 0.119, -0.018, -0.065, -0.040, -0.462, 0.042, -0.099, 0.244, 0.084, -0.047, -0.050, 0.140, 0.069, -0.048, 0.117, 0.117, 0.251, -0.567, -0.065, -0.051, -0.220, -0.045, 0.109, -0.548, 0.096, 0.118, 0.116, -0.042, 0.095, 0.089, 0.062, 0.088, -0.060, -0.458, -0.113, -0.049, 0.088, -0.034, 0.767, 0.099, -0.279, -0.049, 0.112, 0.118, -0.153, -0.249, 0.116, 0.230, 0.123, -0.739, 0.120, 0.113, 0.087, 0.004, -0.342, -0.569, -0.158, -0.274, 0.097, -0.067, -0.237, 0.095, -0.119, -0.005, 0.115, -0.260, -0.048, -0.065, 1.210, 0.104, -0.372, 0.117, -0.235, -0.047]
}

Which formula does entry 4 have? C50H44BrIN4O4PSTa